Entry 1:
Computed, not measured: C4H6O as an isolated structure, with wB97M-V/def2-TZVPD.

Results
**ΔE to the lowest compared entry with this formula, charge and spin**: 223.4 kJ/mol
**Charge**: 0
**Orbital gap**: 0.3749 Eh
**Highest occupied orbital energy**: -9.23 eV
**Maximum force**: 6.294 eV/A

CARTESIAN COORDINATES (ANGSTROEM)
C -0.16 -0.66 0.33
C -0.63 0.10 -0.95
C 0.26 1.23 -0.84
C 0.73 0.60 0.46
H -0.50 -0.70 -1.70
H -1.71 0.16 -1.06
H 1.16 1.40 -1.47
H 0.04 2.29 -0.71
H 1.96 0.92 0.86
H 0.29 0.89 1.41
O -0.31 -1.57 1.09

Electronic structure analysis, Löwdin charges in units of e: number 1, C, carries -0.358; number 2, C, carries -0.147; number 3, C, carries -0.212; number 4, C, carries -0.152; number 5, H, carries 0.135; number 6, H, carries 0.119; number 7, H, carries 0.116; number 8, H, carries 0.110; number 9, H, carries 0.188; number 10, H, carries 0.101; number 11, O, carries 0.100



Entry 2:
Computed, not measured: an isolated molecule of C4H6O, with wB97M-V/def2-TZVPD.

Results
**ΔE to the lowest compared entry with this formula, charge and spin**: 219.3 kJ/mol
**Charge**: 0
**Orbital gap**: 0.3931 Eh
**Highest occupied orbital energy**: -9.51 eV
**Maximum force**: 1.712 eV/A

CARTESIAN COORDINATES (ANGSTROEM)
C 1.34 -0.20 -0.04
O 0.71 0.47 -1.16
C -0.41 0.84 -0.36
C -1.20 -0.36 -0.12
C 0.06 -0.06 0.75
H 1.69 -1.23 -0.20
H 2.21 0.42 0.22
H -0.76 1.86 -0.42
H -2.10 -0.18 0.48
H -1.27 -1.14 -0.86
H -0.27 -0.42 1.71

Electronic structure analysis, Löwdin charges in units of e: number 1, C, carries -0.139; number 2, O, carries -0.084; number 3, C, carries -0.273; number 4, C, carries -0.072; number 5, C, carries -0.151; number 6, H, carries 0.113; number 7, H, carries 0.123; number 8, H, carries 0.142; number 9, H, carries 0.113; number 10, H, carries 0.110; number 11, H, carries 0.117



Entry 3:
Computed, not measured: an isolated molecule of C4H6O, with wB97M-V/def2-TZVPD.

Results
**ΔE to the lowest compared entry with this formula, charge and spin**: 190.1 kJ/mol
**Charge**: 0
**Orbital gap**: 0.4028 Eh
**Highest occupied orbital energy**: -9.92 eV
**Maximum force**: 0.527 eV/A

CARTESIAN COORDINATES (ANGSTROEM)
C 2.69 0.32 -0.74
C 1.69 -0.08 -0.21
C 0.40 -0.46 0.38
O -0.47 0.62 0.16
C -1.83 0.29 0.09
H 3.57 0.70 -1.22
H 0.52 -0.68 1.45
H 0.03 -1.38 -0.10
H -2.00 -0.60 -0.53
H -2.32 1.15 -0.37
H -2.27 0.12 1.08

Electronic structure analysis, Löwdin charges in units of e: number 1, C, carries 0.116; number 2, C, carries -0.097; number 3, C, carries -0.256; number 4, O, carries -0.188; number 5, C, carries -0.117; number 6, H, carries 0.026; number 7, H, carries 0.127; number 8, H, carries 0.122; number 9, H, carries 0.088; number 10, H, carries 0.090; number 11, H, carries 0.088



Entry 4:
Computed, not measured: an isolated molecule of C4H6O, with wB97M-V/def2-TZVPD.

Results
**ΔE to the lowest compared entry with this formula, charge and spin**: 186.3 kJ/mol
**Charge**: 0
**Orbital gap**: 0.3864 Eh
**Highest occupied orbital energy**: -9.46 eV
**Maximum force**: 0.342 eV/A

CARTESIAN COORDINATES (ANGSTROEM)
C 1.34 -1.62 0.97
C 1.14 -0.55 0.25
C 0.80 0.57 -0.33
O -0.31 1.23 0.14
C -1.54 0.93 -0.50
H 1.86 -1.56 1.92
H 0.95 -2.59 0.66
H 1.36 1.04 -1.14
H -1.54 -0.09 -0.92
H -1.74 1.65 -1.30
H -2.32 1.00 0.26

Electronic structure analysis, Löwdin charges in units of e: number 1, C, carries 0.014; number 2, C, carries -0.064; number 3, C, carries -0.188; number 4, O, carries -0.162; number 5, C, carries -0.097; number 6, H, carries 0.061; number 7, H, carries 0.059; number 8, H, carries 0.117; number 9, H, carries 0.089; number 10, H, carries 0.084; number 11, H, carries 0.087



Entry 5:
Computed, not measured: an isolated molecule of C4H6O2, with wB97M-V/def2-TZVPD.

Results
**ΔE to the lowest compared entry with this formula, charge and spin**: 506.8 kJ/mol
**Charge**: 0
**Orbital gap**: 0.3389 Eh
**Highest occupied orbital energy**: -8.96 eV
**Maximum force**: 0.576 eV/A

CARTESIAN COORDINATES (ANGSTROEM)
C -0.85 -0.96 -0.32
C 0.12 0.13 0.06
C -0.42 1.88 0.39
O -0.17 0.81 1.27
C 1.59 -0.25 0.12
O 2.00 -1.33 -0.24
H -0.72 -1.80 0.37
H -1.87 -0.59 -0.25
H -0.65 -1.32 -1.33
H 0.17 1.00 -0.73
H -1.47 1.70 0.04
H 2.25 0.54 0.53

Electronic structure analysis, Löwdin charges in units of e: number 1, C, carries -0.009; number 2, C, carries -0.459; number 3, C, carries 0.077; number 4, O, carries -0.148; number 5, C, carries -0.174; number 6, O, carries 0.093; number 7, H, carries 0.099; number 8, H, carries 0.090; number 9, H, carries 0.096; number 10, H, carries 0.143; number 11, H, carries 0.046; number 12, H, carries 0.146



Entry 6:
Computed, not measured: an isolated molecule of C4H6O2, with wB97M-V/def2-TZVPD.

Results
**ΔE to the lowest compared entry with this formula, charge and spin**: 193.5 kJ/mol
**Charge**: 0
**Orbital gap**: 0.3937 Eh
**Highest occupied orbital energy**: -9.96 eV
**Maximum force**: 0.451 eV/A

CARTESIAN COORDINATES (ANGSTROEM)
O 2.51 -0.62 0.18
C 1.34 -0.72 0.47
C 0.22 -0.26 -0.43
C -1.20 -0.54 0.07
O -1.45 0.85 0.31
C -0.18 1.22 -0.23
H 1.03 -1.14 1.45
H 0.45 -0.54 -1.47
H -1.89 -0.95 -0.68
H -1.27 -1.13 0.99
H 0.43 1.79 0.48
H -0.27 1.78 -1.17

Electronic structure analysis, Löwdin charges in units of e: number 1, O, carries 0.063; number 2, C, carries -0.230; number 3, C, carries -0.205; number 4, C, carries -0.155; number 5, O, carries -0.105; number 6, C, carries -0.135; number 7, H, carries 0.132; number 8, H, carries 0.148; number 9, H, carries 0.121; number 10, H, carries 0.118; number 11, H, carries 0.125; number 12, H, carries 0.123



Entry 7:
Computed, not measured: C4H6O2 as an isolated structure, with wB97M-V/def2-TZVPD.

Results
**ΔE to the lowest compared entry with this formula, charge and spin**: 415.5 kJ/mol
**Charge**: 0
**Orbital gap**: 0.3421 Eh
**Highest occupied orbital energy**: -8.85 eV
**Maximum force**: 1.109 eV/A

CARTESIAN COORDINATES (ANGSTROEM)
O 0.10 1.59 -0.97
C -0.76 0.73 -0.31
C -0.41 -0.75 -0.17
C 1.07 -0.81 0.14
C -0.86 0.64 1.22
O -1.04 -0.69 1.14
H 0.31 2.31 -0.36
H -1.79 0.87 -0.65
H -0.86 -1.51 -0.82
H 1.35 -1.76 0.60
H 1.67 -0.61 -0.75
H 1.22 -0.02 0.92

Electronic structure analysis, Löwdin charges in units of e: number 1, O, carries -0.009; number 2, C, carries -0.379; number 3, C, carries -0.283; number 4, C, carries -0.027; number 5, C, carries 0.066; number 6, O, carries -0.054; number 7, H, carries 0.105; number 8, H, carries 0.154; number 9, H, carries 0.150; number 10, H, carries 0.090; number 11, H, carries 0.094; number 12, H, carries 0.093



Entry 8:
Computed, not measured: C4H6O2 as an isolated structure, with wB97M-V/def2-TZVPD.

Results
**ΔE to the lowest compared entry with this formula, charge and spin**: 244.9 kJ/mol
**Charge**: 0
**Orbital gap**: 0.3650 Eh
**Highest occupied orbital energy**: -9.54 eV
**Maximum force**: 0.532 eV/A

CARTESIAN COORDINATES (ANGSTROEM)
O 1.48 -1.06 1.70
C 0.68 -0.27 0.99
C -0.50 -0.71 0.16
C -0.58 0.83 -0.12
O -1.32 1.50 -0.78
C 0.60 1.06 0.73
H 2.15 -0.53 2.14
H -1.04 -0.51 -3.07
H -1.34 -1.12 0.72
H -0.28 -1.34 -0.70
H -1.01 0.18 -2.80
H 1.15 1.94 1.03

Electronic structure analysis, Löwdin charges in units of e: number 1, O, carries 0.117; number 2, C, carries -0.324; number 3, C, carries -0.020; number 4, C, carries -0.423; number 5, O, carries 0.045; number 6, C, carries 0.067; number 7, H, carries 0.131; number 8, H, carries 0.043; number 9, H, carries 0.121; number 10, H, carries 0.102; number 11, H, carries 0.030; number 12, H, carries 0.111



Entry 9:
Computed, not measured: C4H6O2 as an isolated structure, with wB97M-V/def2-TZVPD.

Results
**ΔE to the lowest compared entry with this formula, charge and spin**: 292.2 kJ/mol
**Charge**: 0
**Orbital gap**: 0.3349 Eh
**Highest occupied orbital energy**: -8.33 eV
**Maximum force**: 4.683 eV/A

CARTESIAN COORDINATES (ANGSTROEM)
C -0.13 -0.04 -0.58
C 0.51 -0.77 1.19
C 0.39 0.37 2.22
C -0.45 -0.48 -2.10
O -0.28 1.12 -0.38
O 0.92 -1.90 1.24
H 0.24 1.23 1.63
H 1.35 0.43 2.76
H -0.16 0.19 3.06
H -1.42 -0.81 -2.00
H 0.05 -1.34 -2.41
H -0.36 0.35 -2.68

Electronic structure analysis, Löwdin charges in units of e: number 1, C, carries -0.195; number 2, C, carries -0.209; number 3, C, carries -0.012; number 4, C, carries 0.016; number 5, O, carries 0.015; number 6, O, carries 0.060; number 7, H, carries 0.036; number 8, H, carries 0.104; number 9, H, carries 0.053; number 10, H, carries 0.045; number 11, H, carries 0.047; number 12, H, carries 0.041



Entry 10:
Computed, not measured: C4H6O2 as an isolated structure, with wB97M-V/def2-TZVPD.

Results
**ΔE to the lowest compared entry with this formula, charge and spin**: 185.4 kJ/mol
**Charge**: 0
**Orbital gap**: 0.3873 Eh
**Highest occupied orbital energy**: -9.69 eV
**Maximum force**: 0.544 eV/A

CARTESIAN COORDINATES (ANGSTROEM)
O -2.36 -0.21 -0.85
C -1.61 -0.64 -0.01
C -0.11 -0.76 -0.20
C 0.59 0.50 -0.72
C 0.98 0.68 0.75
O 0.56 -0.66 1.07
H -1.96 -0.98 0.99
H 0.11 -1.71 -0.71
H -0.06 1.25 -1.19
H 1.44 0.28 -1.37
H 0.38 1.42 1.29
H 2.04 0.85 0.97

Electronic structure analysis, Löwdin charges in units of e: number 1, O, carries 0.067; number 2, C, carries -0.198; number 3, C, carries -0.294; number 4, C, carries -0.074; number 5, C, carries -0.160; number 6, O, carries -0.095; number 7, H, carries 0.136; number 8, H, carries 0.157; number 9, H, carries 0.112; number 10, H, carries 0.112; number 11, H, carries 0.120; number 12, H, carries 0.116